Record 1
The following is a quantum chemistry calculation of a structure of composition C44H31BrF5N2O3SW in a non-equilibrium geometry, from OMol25.

Results
* Kohn-Sham gap (spin up / spin down): 6.9 / 6.9 eV
* max |F|: 0.024 Eh/bohr
* spin multiplicity: 1
* total charge: +1
* HOMO (spin up / spin down): -9.9 / -9.9 eV
* lowest unoccupied orbital energy (spin up / spin down): -3.04 / -3.04 eV

Atoms and positions in Å:
W 0.2601 -0.4718 -0.2465
O -1.1370 -0.1964 0.8784
C -1.8044 0.8146 1.6376
C -0.6372 1.5641 2.2885
C 0.1453 2.3637 1.2796
C 0.5045 3.6605 1.6071
C 1.1514 4.4494 0.6802
C 1.3628 3.9326 -0.5817
C 0.9846 2.6340 -0.8657
C 1.1743 2.1186 -2.2642
C 2.1457 0.9411 -2.2935
O 1.4103 -0.0837 -1.6091
C 3.4177 1.3074 -1.5483
C 3.6824 0.9286 -0.2410
C 4.8534 1.3391 0.3877
C 5.7656 2.1403 -0.2828
C 5.4983 2.5351 -1.5883
C 4.3364 2.1166 -2.2162
C 2.4363 0.4226 -3.6946
C 1.6542 0.7753 -4.7883
C 1.9157 0.2436 -6.0467
C 2.9543 -0.6566 -6.2183
C 3.7326 -1.0246 -5.1266
C 3.4761 -0.4861 -3.8774
N 0.4358 1.8249 0.0700
C -2.7137 0.1242 2.6450
C -2.3369 -0.0587 3.9710
C -3.1858 -0.7066 4.8614
C -4.4075 -1.1972 4.4286
C -4.7795 -1.0409 3.0983
C -3.9395 -0.3813 2.2157
C -2.6021 1.7331 0.7208
C -3.2870 2.7894 1.3149
C -4.0188 3.6804 0.5474
C -4.0898 3.5202 -0.8309
C -3.4225 2.4622 -1.4292
C -2.6821 1.5762 -0.6537
H 0.0201 0.8256 2.7535
H -1.0076 2.2335 3.0622
H 0.2606 4.0372 2.5907
H 1.4519 5.4604 0.9241
H 1.8191 4.5255 -1.3620
H 1.5177 2.9204 -2.9143
H 0.2098 1.7666 -2.6344
H 2.9881 0.3054 0.3133
H 5.0476 1.0243 1.4051
H 6.6822 2.4487 0.2028
H 6.2005 3.1619 -2.1231
H 4.1457 2.4186 -3.2405
H 0.8344 1.4732 -4.6834
H 1.3059 0.5386 -6.8910
H 3.1595 -1.0703 -7.1973
H 4.5462 -1.7276 -5.2514
H 4.0955 -0.7682 -3.0345
H -1.3833 0.3031 4.3338
H -2.8826 -0.8350 5.8935
H -5.0671 -1.7014 5.1236
H -5.7277 -1.4296 2.7498
H -4.2431 -0.2519 1.1836
H -3.2568 2.9107 2.3927
H -4.5436 4.4965 1.0271
H -4.6694 4.2094 -1.4311
H -3.4835 2.3182 -2.5006
H -2.1919 0.7437 -1.1450
O -0.8173 -6.4236 -1.6941
C -0.5596 -5.1191 -1.5911
C -1.5102 -4.1253 -1.8039
C -1.1322 -2.8227 -1.6031
N 0.0951 -2.4473 -1.2168
C 1.0292 -3.4194 -1.1309
Br 2.8290 -2.9241 -0.9036
C 0.7497 -4.7525 -1.2848
H -1.7469 -6.5828 -1.9006
H -2.5189 -4.3597 -2.1165
H -1.8430 -2.0172 -1.7347
H 1.5235 -5.4998 -1.1916
F -2.7292 -4.1660 5.1470
C -1.8177 -3.5969 4.3633
C -1.9476 -3.6422 2.9895
F -2.9768 -4.2857 2.4372
C -1.0017 -3.0283 2.1900
F -1.1679 -3.1387 0.8528
C 0.0845 -2.3439 2.7065
S 1.3455 -1.5471 1.7716
C 0.1898 -2.3246 4.0954
F 1.2008 -1.6778 4.6847
C -0.7396 -2.9338 4.9162
F -0.6210 -2.8531 6.2416

Forces on atoms 1 to 2 (eV/Å):
W 0.1 -0.4 0.4
O -1.1 0.1 -0.4


Record 2
The following is a quantum chemistry calculation of a cluster of 2 separate species, C5H15N3 in total, from OMol25.

Results
* Kohn-Sham gap: 9.6 eV
* max |F|: 0.019 Eh/bohr
* spin multiplicity: 1
* HOMO: -8.6 eV
* lowest unoccupied orbital energy: 1.05 eV

Atoms and positions in Å:
N -2.2864 -0.0597 0.6343
C -2.4907 -0.9002 -0.4847
C -1.7057 -1.0057 -1.5459
N -2.0264 -1.8668 -2.6348
H -1.5442 -0.4040 1.2271
H -3.1069 0.1007 1.1814
H -3.4116 -1.4802 -0.4655
H -0.7735 -0.4485 -1.6392
H -1.2420 -2.4451 -2.8965
H -2.3306 -1.3652 -3.4454
C 1.0660 1.5245 1.7167
C 2.0303 0.8332 0.7625
C 1.8429 -0.6632 0.7169
N 1.9545 1.3803 -0.5991
H 1.1614 1.2274 2.7626
H 1.2718 2.5979 1.6658
H 0.0331 1.3815 1.3888
H 3.0526 1.0515 1.0968
H 2.5849 -1.1307 0.0719
H 1.9076 -1.0925 1.7171
H 0.8483 -0.8891 0.3150
H 2.1397 2.3715 -0.5586
H 1.0249 1.2821 -0.9873

Forces on atoms 1 to 2 (eV/Å):
N 0.9 0.0 -0.3
C -0.8 -0.1 0.1


Record 3
The following is a quantum chemistry calculation of a cluster of 3 separate species, C21H43BNO9 in total, from OMol25.

Results
* Kohn-Sham gap: 9.7 eV
* max |F|: 0.015 Eh/bohr
* spin multiplicity: 1
* total charge: +1
* HOMO: -12.5 eV
* lowest unoccupied orbital energy: -2.74 eV

Atoms and positions in Å:
C -3.5672 1.3355 2.2378
C -3.4161 1.6944 0.7455
C -1.9784 1.5641 0.2524
C -1.5471 0.1504 -0.1183
C -2.3866 -0.5354 -1.1859
C -2.0478 -2.0290 -1.3285
C -3.1870 -2.9396 -0.9115
C -3.2222 -3.1487 0.6086
C -2.6937 -4.5219 1.0195
C -2.2775 -4.6669 2.4627
N -0.9485 -4.0376 2.8802
C -1.1437 -3.0371 3.9912
C -1.8422 -1.7691 3.5829
O -1.0435 -0.9749 2.7299
C -0.0978 -3.5315 1.7598
B 1.3709 -3.1302 2.1916
O 1.7690 -3.3376 3.4636
O 2.2314 -2.6131 1.2774
H -4.3303 0.5783 2.3802
H -2.6428 0.9125 2.6158
H -3.8308 2.2077 2.8188
H -4.0799 1.0602 0.1739
H -3.7254 2.7226 0.6016
H -1.3386 1.8891 1.0715
H -1.7950 2.2313 -0.5805
H -0.5331 0.2017 -0.5000
H -1.5276 -0.4684 0.7800
H -3.4430 -0.4556 -0.9560
H -2.2144 -0.0312 -2.1296
H -1.8116 -2.2284 -2.3688
H -1.1360 -2.2529 -0.7759
H -3.0861 -3.8965 -1.4149
H -4.1248 -2.5124 -1.2468
H -4.2531 -3.0690 0.9368
H -2.6571 -2.3389 1.0590
H -1.9298 -4.8680 0.3333
H -3.5142 -5.2217 0.8951
H -3.0714 -4.2825 3.0877
H -2.1947 -5.7201 2.6989
H -0.4101 -4.7872 3.3077
H -1.7551 -3.5336 4.7369
H -0.1929 -2.8182 4.4557
H -2.0702 -1.2423 4.5047
H -2.8002 -1.9717 3.1163
H -0.6464 -0.2564 3.2298
H -0.5525 -2.6958 1.2538
H 0.0046 -4.3331 1.0356
H 2.7326 -3.3298 3.5351
H 2.1022 -2.9910 0.4010
C 3.9225 -0.5963 -1.5208
C 3.5838 0.1488 -2.7846
C 3.6611 1.6575 -2.7024
O 2.6802 2.0550 -3.6834
C 1.7667 1.0685 -3.7840
O 0.7270 1.1521 -4.3545
O 2.1951 -0.0394 -3.1323
H 3.2459 -0.3154 -0.7118
H 3.8205 -1.6701 -1.6826
H 4.9460 -0.3897 -1.2117
H 4.1830 -0.2231 -3.6194
H 4.6345 2.0600 -2.9525
H 3.3485 2.0372 -1.7293
C 3.3641 7.6878 -3.3619
C 3.2125 6.2770 -2.8599
C 2.6792 6.1389 -1.4485
O 3.2749 4.9012 -1.0213
C 4.4201 4.7348 -1.7224
O 5.2325 3.8951 -1.4919
O 4.4970 5.6267 -2.7267
H 4.0580 8.2456 -2.7327
H 3.7580 7.6944 -4.3767
H 2.3984 8.1924 -3.3626
H 2.6167 5.6807 -3.5554
H 1.5966 6.0725 -1.3935
H 3.0332 6.9371 -0.7929

Forces on atoms 1 to 2 (eV/Å):
C 0.0 -0.2 -0.5
C 0.2 0.0 0.5


Record 4
The following is a quantum chemistry calculation of a cluster of 2 separate species, C4H9O2 in total in a non-equilibrium geometry, from OMol25.

Results
* Kohn-Sham gap: 8.8 eV
* max |F|: 0.093 Eh/bohr
* spin multiplicity: 1
* total charge: +1
* HOMO: -14.7 eV
* lowest unoccupied orbital energy: -5.88 eV

Atoms and positions in Å:
C 0.5522 0.0930 0.5699
C 1.7441 -0.6819 0.3009
C -0.6183 -0.7532 -1.9136
C -1.1468 1.4265 1.5995
O -1.0069 -0.1481 -0.7635
O 0.1355 0.6986 1.5584
H 1.6897 -0.9571 -0.7325
H 2.6387 -0.2074 0.3815
H 1.6383 -1.3821 1.1803
H -1.3138 -0.3146 -2.7169
H -0.5877 -1.9739 -1.9576
H 0.3857 -0.4532 -2.3146
H -1.6543 1.1212 2.4923
H -0.7706 2.4343 1.6540
H -1.6859 1.0979 0.6618

Forces on atoms 1 to 2 (eV/Å):
C -3.9 0.3 -1.5
C -3.0 -0.7 0.9


Asked for ΔE to the lowest compared entry with this formula, charge and spin across the records above, the calculation gives 0.378; 1.347; 0.000; 4.450 eV in order.